Below is 2 unconnected molecules or ions with the total composition C9H12OS2 at a distorted geometry, with properties calculated with the ωB97M-V functional and the def2-TZVPD basis.

The calculation puts the LUMO energy at -0.03 eV. For the calculated total energy, the calculation gives -1221.6534 Eh. As for the SMILES: OSc1ccccc1.CC(C)=S. The frontier orbital gap comes out at 0.29254 Ha. Its energy relative to the best compared isomer or geometry (same formula, charge and spin) is 66.9 kcal per mole.

Geometry as ORCA input:
```
! RIJCOSX wB97M-V def2-TZVPD def2/J DEFGRID3
* xyz 0 1
O -1.74169 0.59049 0.41747
S -0.57208 1.76075 0.15182
C 0.09470 1.35817 -1.38329
C -0.48961 0.28932 -2.11430
C -0.03218 -0.04004 -3.37638
C 1.15715 0.55541 -3.78695
C 1.70449 1.67589 -3.13997
C 1.18130 1.95420 -1.91030
H -1.51251 0.01962 1.08289
H -1.32983 -0.17267 -1.59332
H -0.46497 -0.90223 -3.95841
H 1.42464 0.44312 -4.74084
H 2.50598 2.18984 -3.61477
H 1.62065 2.81681 -1.34688
C -0.07313 -2.36036 2.23395
C 0.16627 -0.92011 2.82448
C -0.86660 -0.26587 3.66233
S 1.45442 -0.11506 2.30267
H 0.81055 -2.96271 2.47930
H -0.96469 -2.72248 2.87299
H -0.38718 -2.40757 1.12676
H -0.88137 0.73768 3.84123
H -0.94864 -0.82214 4.61286
H -1.85567 -0.70007 3.35666
*
```

Atomic partial charges in e from the natural (NBO) method, atoms 1 to 4: number 1, O, carries -0.8349; number 2, S, carries 0.6025; number 3, C, carries -0.2488; number 4, C, carries -0.2197

Below is 2 unconnected molecules or ions with the total composition C4H9N3O, with properties calculated with the ωB97M-V functional and the def2-TZVPD basis.

The calculation puts the LUMO energy at 0.71 eV. For the calculated total energy, the calculation gives -397.2987 Eh. As for the SMILES: NC(N)=O.C=CN=C. The frontier orbital gap comes out at 0.36384 Ha. Its energy relative to the best compared isomer or geometry (same formula, charge and spin) is 32.6 kcal per mole.

Geometry as ORCA input:
```
! RIJCOSX wB97M-V def2-TZVPD def2/J DEFGRID3
* xyz 0 1
N -0.60961 -1.66999 2.37710
C -1.00710 -1.30362 1.09835
N -1.75337 -0.13656 1.09455
O -0.78883 -1.99252 0.12937
H -0.06835 -2.51896 2.41236
H -0.31348 -0.96883 3.03417
H -2.00516 0.24072 1.99117
H -1.57282 0.53939 0.37314
C 0.97116 0.88318 -2.84942
C 0.17644 1.02487 -1.79778
N 0.61408 1.55156 -0.56374
C 1.34750 0.82469 0.15998
H 1.97997 1.27156 -2.82899
H 0.56593 0.49730 -3.77254
H -0.86441 0.71642 -1.81459
H 1.76015 1.24915 1.07199
H 1.56788 -0.20836 -0.11513
*
```

Atomic partial charges in e from the natural (NBO) method, atoms 1 to 4: number 1, N, carries -0.8591; number 2, C, carries 0.7746; number 3, N, carries -0.8537; number 4, O, carries -0.6258

Below is C17H19BrN2S in the gas phase, with properties calculated with the ωB97M-V functional and the def2-TZVPD basis.

The calculation puts the LUMO energy at -0.25 eV. For the calculated total energy, the calculation gives -3740.9289 Eh. As for the SMILES: CCCCc1c(C)nc2ccc(Br)cc2c1SCCC#N. The frontier orbital gap comes out at 0.31908 Ha. Its energy relative to the best compared isomer or geometry (same formula, charge and spin) is 0.8 kcal per mole.

Geometry as ORCA input:
```
! RIJCOSX wB97M-V def2-TZVPD def2/J DEFGRID3
* xyz 0 1
C -0.11472 -4.57198 0.55409
C -0.33932 -3.07800 0.74918
C -1.59501 -2.60367 0.02325
C -1.86852 -1.10409 0.22422
C -0.82416 -0.26207 -0.44283
C -0.90108 0.01810 -1.84105
C -2.07952 -0.40735 -2.65821
N 0.01591 0.68688 -2.48381
C 1.10633 1.13337 -1.84003
C 2.09446 1.82362 -2.57183
C 3.21294 2.30257 -1.95056
C 3.37749 2.09724 -0.57267
Br 4.95011 2.76831 0.27281
C 2.44487 1.43468 0.17655
C 1.28160 0.94284 -0.44237
C 0.25309 0.25078 0.24140
S 0.37279 0.09260 2.02890
C -0.65785 1.53510 2.48405
C 0.06739 2.86078 2.25827
C -0.78428 3.95601 2.64945
N -1.48125 4.80586 2.96140
H 0.78072 -4.89352 1.07982
H -0.96042 -5.13892 0.93760
H 0.00450 -4.80689 -0.50167
H -0.43120 -2.86041 1.81506
H 0.52947 -2.53107 0.37553
H -2.45640 -3.16027 0.39901
H -1.49371 -2.82579 -1.04096
H -1.88006 -0.90544 1.29691
H -2.85320 -0.86293 -0.17938
H -1.92045 -0.09138 -3.68500
H -2.99038 0.05672 -2.28214
H -2.21270 -1.48591 -2.63198
H 1.93849 1.95714 -3.63014
H 3.97282 2.83257 -2.50379
H 2.59642 1.26751 1.23237
H -0.88748 1.39576 3.54036
H -1.58066 1.49155 1.90467
H 0.32766 2.98214 1.20185
H 0.98531 2.89755 2.85170
*
```

Atomic partial charges in e from the natural (NBO) method, atoms 1 to 4: number 1, C, carries -0.5990; number 2, C, carries -0.3998; number 3, C, carries -0.3802; number 4, C, carries -0.4536